DFT (the ωB97M-V functional and the def2-TZVPD basis) results for a cluster of 9 separate species, C32H86F3N7O10 in total at a distorted geometry.

```
138
Properties=species:S:1:pos:R:3:mulliken_charge:R:1
O -0.1850 -0.5887 -0.6087 2.28
H 0.5482 -0.6202 0.0101 -0.25
H 0.0657 -1.0812 -1.3937 -0.62
H -0.3757 0.3283 -0.8196 0.66
C 0.1572 -2.4943 -3.5213 -0.67
O -1.1108 -2.2490 -2.8646 0.14
O 1.0849 -1.9334 -2.6276 -0.62
C 0.3737 -3.9799 -4.0294 0.38
F 1.6419 -4.2812 -4.2517 -0.26
F -0.0299 -4.9602 -3.1722 -0.30
F -0.2999 -4.2176 -5.1581 -0.29
C -2.3102 -2.1315 -3.6988 -0.55
C -3.6061 -2.3702 -2.9636 -0.94
H -4.4434 -1.9198 -3.4966 0.40
H -3.7896 -3.4267 -2.7683 0.39
H -3.5310 -1.8612 -2.0026 -0.01
H -2.3698 -2.8543 -4.5125 0.27
H -2.2540 -1.1556 -4.1811 0.33
H 0.1783 -1.8662 -4.4119 0.49
C 2.8329 -5.6133 0.4779 -1.51
C 1.8676 -4.4903 0.0654 1.26
C 0.9891 -3.9821 1.2798 -0.92
O -0.0506 -3.0598 0.8810 0.46
C -1.0870 -3.6807 0.1989 -0.84
N 2.6259 -3.3761 -0.4759 -0.36
H 3.6735 -5.8583 -0.1713 0.38
H 2.4099 -6.5932 0.6988 0.40
H 3.2585 -5.3104 1.4346 0.24
H 1.2348 -4.8325 -0.7534 -0.14
H 1.6622 -3.4021 1.9113 -0.17
H 0.6649 -4.7622 1.9686 0.48
H -1.9566 -3.0513 0.0100 0.11
H -1.4529 -4.5622 0.7254 0.44
H -0.7891 -4.0661 -0.7762 0.05
H 2.0246 -2.8824 -1.1200 -0.39
H 3.2208 -3.7046 -1.2231 0.34
C -3.7847 3.7947 -3.7036 -1.40
C -4.5450 3.2116 -2.5357 0.29
C -5.0286 1.7484 -2.8831 -0.73
O -5.8074 1.3393 -1.8165 -0.39
C -6.3791 -0.0185 -1.9093 -0.62
N -3.5417 3.1932 -1.4794 -0.34
H -3.8615 4.8768 -3.5971 0.37
H -4.1244 3.5455 -4.7089 0.40
H -2.7244 3.5575 -3.7907 0.15
H -5.3813 3.8645 -2.2858 0.47
H -4.1456 1.1459 -3.0960 0.13
H -5.6787 1.7222 -3.7577 0.58
H -7.3501 -0.0964 -1.4203 0.27
H -5.6450 -0.6400 -1.3964 0.16
H -6.5049 -0.2366 -2.9698 0.31
H -4.0097 2.7895 -0.6806 0.03
H -3.4591 4.1229 -1.0933 0.23
C -3.3190 1.4011 1.4440 -1.14
C -2.7418 2.7374 1.9464 1.12
C -3.1788 3.1958 3.3390 -1.13
O -2.5936 4.4419 3.7868 -0.36
C -3.0056 4.8074 5.0631 -0.69
N -1.3152 2.5729 1.9259 -0.41
H -2.9694 0.4711 1.8923 0.04
H -3.0187 1.3806 0.3964 -0.02
H -4.4079 1.3695 1.4824 0.51
H -3.0023 3.5664 1.2884 0.26
H -2.9768 2.3955 4.0508 0.36
H -4.2656 3.2760 3.3187 0.53
H -2.5791 5.7596 5.3786 0.27
H -2.6654 4.0693 5.7894 0.23
H -4.0899 4.8726 5.1533 0.31
H -1.0700 3.3167 2.5637 0.51
H -0.9838 1.7526 2.4131 -0.86
C -0.6882 -1.8575 4.3426 -1.83
C -0.9071 -0.4446 3.8513 0.40
C -0.3334 0.6421 4.7676 -0.64
O -0.9274 0.5086 6.0493 -0.40
C -0.4039 1.3419 7.1087 -0.79
N -0.4138 -0.3923 2.4282 1.98
H -1.1760 -2.6613 3.7912 0.34
H -1.1215 -1.9133 5.3412 0.55
H 0.3843 -2.0289 4.4350 0.23
H -1.9701 -0.2289 3.7433 0.71
H -0.6104 1.6480 4.4519 0.38
H 0.7557 0.5974 4.7722 0.40
H 0.5738 1.0351 7.4801 0.30
H -1.0097 1.2021 8.0040 0.29
H -0.3368 2.3929 6.8275 0.29
H 0.5961 -0.4021 2.4427 -1.34
H -0.6321 -1.3038 2.0521 -0.47
C 2.4933 1.2418 1.8547 -1.24
C 2.9864 -0.2161 1.7756 -0.48
C 3.0412 -0.8906 3.1777 0.20
O 3.5981 -2.2192 2.9703 -0.37
C 3.6756 -3.0117 4.1224 -0.92
N 2.2071 -0.8848 0.7004 0.05
H 3.1410 1.9576 2.3608 0.61
H 1.5084 1.4022 2.2932 -0.02
H 2.4591 1.7247 0.8780 0.07
H 3.9850 -0.1620 1.3421 0.96
H 2.0115 -0.8828 3.5351 -0.55
H 3.6490 -0.3122 3.8735 0.73
H 4.2587 -2.5671 4.9289 0.37
H 3.9845 -4.0354 3.9114 0.29
H 2.6709 -3.1881 4.5064 0.30
H 2.4700 -1.8536 0.8121 -0.23
H 2.7082 -0.7095 -0.1588 -0.18
C 0.0049 2.0253 -3.1453 -1.23
C 0.2589 2.4466 -1.7099 1.16
C 0.2777 4.0509 -1.6069 -0.85
O 1.4407 4.6281 -2.2424 -0.40
C 1.3547 6.0539 -1.9460 -0.77
N -0.7481 1.8282 -0.8292 0.63
H -0.8827 2.4506 -3.6137 -0.27
H 0.0140 0.9386 -3.2295 0.16
H 0.8665 2.4378 -3.6703 0.57
H 1.2262 2.1454 -1.3076 -0.10
H 0.3522 4.2878 -0.5456 0.47
H -0.6228 4.5155 -2.0086 0.35
H 2.1851 6.5415 -2.4566 0.31
H 1.6142 6.3289 -0.9237 0.31
H 0.4661 6.5241 -2.3674 0.29
H -0.8051 2.2563 0.0838 -0.37
H -1.6932 2.0727 -1.0882 -0.50
C 5.1743 0.1025 -1.3126 -1.61
C 4.2971 -0.0234 -2.5276 0.17
C 4.5089 -1.4724 -3.2025 0.05
O 5.7450 -1.5187 -3.9683 -0.45
C 6.0857 -2.8629 -4.3231 -0.73
N 2.8954 0.3026 -2.2453 0.09
H 5.0803 -0.7023 -0.5834 0.23
H 4.9679 1.0699 -0.8546 0.35
H 6.2338 0.0860 -1.5681 0.55
H 4.7484 0.6638 -3.2433 0.51
H 3.7699 -1.6212 -3.9898 0.32
H 4.3443 -2.2951 -2.5066 -0.14
H 5.9768 -3.6298 -3.5562 0.27
H 7.1401 -2.9139 -4.5950 0.30
H 5.5405 -3.1705 -5.2154 0.31
H 2.3112 -0.5091 -2.3863 -0.40
H 2.5247 1.0178 -2.8545 0.36
```

* lowest unoccupied orbital energy: 0.54 eV
* energy above the lowest of the compared OMol25 structures with the same formula, charge and spin: 0.0 kcal/mol
* molecular weight: 786.07 g mol⁻¹
* max |F|: 3.33 eV/A
* E: -73630.8299 eV

DFT (the ωB97M-V functional and the def2-TZVPD basis) results for a structure of composition C24H39As3BBrN4O2Ti at a distorted geometry.

```
75
Properties=species:S:1:pos:R:3:mulliken_charge:R:1
Ti -0.5786 -0.4847 -0.9975 -0.79
C -0.3409 -2.3727 2.1678 -1.31
As 0.7223 -0.9709 1.2397 1.19
C 2.4742 -1.6920 1.8930 -1.16
C 0.4488 0.5937 2.4223 -1.28
C 1.2443 1.8938 2.1393 2.06
C 2.7658 1.6261 2.0337 -1.61
C 0.7471 2.6391 0.8449 -1.49
As 0.7472 1.7400 -0.8955 1.05
C 2.6263 1.3571 -1.3914 -1.28
C 0.4684 3.2459 -2.1379 -1.19
C 0.9801 2.9366 3.2675 -1.82
As 1.4337 2.2220 5.0692 0.25
C 1.8908 4.0156 5.8337 -1.16
C -0.3485 2.0915 5.9309 -1.08
H -0.3239 -2.1457 3.2325 0.43
H 0.0917 -3.3601 1.9705 0.46
H -1.3757 -2.3869 1.7882 0.39
H 2.5795 -1.5527 2.9806 0.40
H 3.2701 -1.1436 1.3803 0.38
H 2.5274 -2.7600 1.6205 0.49
H 0.6474 0.2188 3.4484 0.47
H -0.6426 0.8440 2.3772 0.19
H 3.0278 0.9928 1.1687 -0.03
H 3.1477 1.1024 2.9191 0.37
H 3.3214 2.5710 1.9118 0.43
H 1.3681 3.5617 0.7151 0.50
H -0.3048 2.9789 0.9666 0.60
H 3.1968 2.2746 -1.1851 0.47
H 2.6383 1.1317 -2.4626 0.46
H 3.0191 0.5091 -0.8216 0.32
H 1.3342 3.9244 -2.1051 0.47
H -0.4578 3.7545 -1.8462 0.40
H 0.3700 2.8002 -3.1408 0.38
H -0.0825 3.3003 3.2704 0.59
H 1.6352 3.8255 3.1104 0.56
H 2.8404 4.3659 5.3992 0.36
H 2.0004 3.8709 6.9203 0.40
H 1.0730 4.7273 5.6063 0.36
H -0.8258 1.1798 5.5650 0.29
H -0.9930 2.9494 5.7383 0.35
H -0.1660 1.9667 7.0125 0.40
B -3.1043 1.2410 -2.2288 0.26
N -2.2061 0.6093 -3.2931 -0.32
C -2.4496 0.4947 -4.6535 -0.18
C -1.3734 -0.1915 -5.2190 -1.19
C -0.4516 -0.4298 -4.1718 -0.29
N -0.9776 0.0553 -3.0103 0.89
N -3.3620 0.4930 -0.9085 -0.05
C -4.6007 0.2721 -0.3169 -0.16
C -4.3923 -0.2349 0.9618 -1.31
C -2.9902 -0.2602 1.1492 -0.24
N -2.3741 0.1139 -0.0276 0.48
H -4.2359 1.2525 -2.7968 -0.11
H -2.6746 2.3395 -1.9339 -0.15
H -3.3328 0.9479 -5.1065 0.47
H -1.2306 -0.4739 -6.2535 0.44
H 0.5135 -0.9223 -4.1360 0.51
H -5.5400 0.5107 -0.8425 0.44
H -5.1209 -0.6313 1.6735 0.44
H -2.4147 -0.5015 2.0480 0.47
Br 2.9257 -2.8503 -3.5007 -0.14
C 1.3799 -4.0460 -3.4763 0.04
C 1.4762 -5.1234 -4.3521 -0.64
C 0.4437 -6.0586 -4.4825 -0.39
C -0.7272 -5.8950 -3.7294 -0.82
C -0.8343 -4.7921 -2.8811 -0.29
C 0.2046 -3.8502 -2.6458 0.22
C -0.0490 -2.7159 -1.7293 1.63
O -1.1840 -2.5202 -1.1377 -0.70
O 0.8876 -1.7955 -1.6156 -0.24
H 2.3780 -5.2465 -4.9370 0.43
H 0.5566 -6.8670 -5.1985 0.41
H -1.5516 -6.5807 -3.8592 0.43
H -1.7860 -4.6852 -2.3489 0.36
```

* lowest unoccupied orbital energy: -7.95 eV
* net charge: +2
* molecular weight: 778.95 g mol⁻¹
* max |F|: 2.53 eV/A
* E: -311913.0243 eV

DFT (the ωB97M-V functional and the def2-TZVPD basis) results for a cluster of 10 separate species, C37H68Br18IN4O in total at a distorted geometry.

```
129
Properties=species:S:1:pos:R:3:mulliken_charge:R:1
C 4.5142 -4.1862 3.5184 -1.64
C 3.7282 -3.3760 2.5314 -0.24
N 2.8126 -2.5544 2.8557 0.01
C 4.0582 -3.5148 1.0756 -0.75
C 2.8229 -3.7006 0.1801 1.79
C 3.2141 -4.4810 -1.0960 -1.77
C 3.9938 -3.7322 -2.2016 -0.98
C 5.5197 -3.9492 -2.1712 -1.13
C 6.3091 -2.8696 -1.4819 0.36
C 6.0576 -1.5526 -1.7090 0.01
C 6.7574 -0.5932 -1.0643 -0.93
C 7.7169 -0.9299 -0.1595 -0.54
C 7.9788 -2.2385 0.0518 -0.68
C 7.2851 -3.2024 -0.5934 -0.39
C 1.6906 -4.4765 0.8292 -2.08
N 0.4621 -4.4176 0.0258 -0.35
C -0.0214 -3.0407 -0.1459 -0.04
C -0.5031 -2.4099 1.1777 -0.26
C -1.8883 -1.7503 1.0758 0.25
O -2.5873 -2.2495 2.2239 -0.45
C -1.8196 -0.2163 1.2017 -0.42
N -2.6145 0.3998 0.1284 -0.47
C 1.0680 -2.3084 -0.8922 -1.52
I 0.5437 -0.3302 -1.5070 0.28
N 2.3208 -2.3136 -0.1069 0.79
H 4.1239 -5.1999 3.5222 0.34
H 4.5229 -3.7470 4.5040 0.47
H 5.5349 -4.2723 3.1570 0.37
H 2.6635 -2.5243 3.8617 0.21
H 4.5242 -2.5716 0.7920 -0.08
H 4.8181 -4.2602 0.9106 0.77
H 3.8663 -5.2699 -0.7464 0.79
H 2.3571 -4.9895 -1.5137 0.76
H 3.6726 -4.1742 -3.1384 0.29
H 3.7555 -2.6780 -2.2787 0.59
H 5.8713 -3.9716 -3.1982 0.20
H 5.7417 -4.9267 -1.7650 0.53
H 5.2877 -1.2874 -2.4161 0.56
H 6.5284 0.4381 -1.2629 0.48
H 8.2439 -0.1510 0.3608 0.46
H 8.7368 -2.4913 0.7726 0.42
H 7.5226 -4.2299 -0.3801 0.51
H 1.9838 -5.5198 0.8538 0.37
H 1.4623 -4.1606 1.8422 0.68
H -0.2744 -4.8942 0.5336 0.19
H -0.8869 -3.1066 -0.7952 0.96
H 0.1913 -1.7068 1.6326 -0.08
H -0.6051 -3.2219 1.8891 0.28
H -2.3973 -2.0215 0.1567 0.09
H -3.2616 -1.6154 2.4868 0.33
H -0.8101 0.1464 1.0703 -0.28
H -2.1487 0.1009 2.1911 0.51
H -3.5214 0.6717 0.4726 0.19
H -2.1297 1.2052 -0.2237 0.08
H 1.2431 -2.8470 -1.8102 0.73
H 2.1050 -1.9072 0.8230 -0.31
H 3.0410 -1.6955 -0.4900 0.71
Br 3.1133 0.9089 5.4028 -0.17
C 2.6615 2.0493 3.8905 -0.32
C 2.4248 1.2402 2.6462 0.14
Br 4.0930 0.6185 1.8649 -0.04
H 3.4682 2.7668 3.7812 0.18
H 1.7507 2.5693 4.1824 0.31
H 1.9609 1.8512 1.8759 -0.51
H 1.8166 0.3602 2.8303 0.29
Br 5.2223 5.3013 4.2643 -0.13
C 5.0420 6.3093 2.6099 -0.57
C 3.6698 6.1448 2.0166 -0.63
Br 3.4690 4.4056 1.1650 -0.11
H 5.8308 5.9716 1.9464 0.33
H 5.2170 7.3474 2.8830 0.37
H 3.5043 6.8743 1.2268 0.37
H 2.8786 6.2270 2.7547 0.39
Br -1.6164 3.9914 3.6459 -0.16
C -2.8433 5.0575 2.5784 -0.42
C -4.2872 4.9165 3.0114 -0.66
Br -5.2115 3.2806 2.4892 -0.11
H -2.6576 4.7867 1.5426 0.15
H -2.5368 6.0876 2.7460 0.40
H -4.8738 5.7086 2.5511 0.36
H -4.3940 4.9652 4.0896 0.40
Br -3.2863 -6.3558 5.0802 -0.13
C -3.2926 -5.3152 3.4372 -0.44
C -3.1193 -6.1920 2.2270 -0.55
Br -1.2690 -6.7808 2.0212 -0.14
H -2.5128 -4.5674 3.5324 0.17
H -4.2617 -4.8234 3.4091 0.38
H -3.3464 -5.6342 1.3210 0.31
H -3.7271 -7.0895 2.2602 0.43
Br -10.6038 0.5927 2.0533 -0.15
C -9.0373 1.7153 1.7928 -0.48
C -8.1498 1.1882 0.6998 -0.21
Br -7.1169 -0.3583 1.2862 -0.14
H -8.5327 1.7790 2.7515 0.34
H -9.4271 2.6941 1.5212 0.33
H -7.4106 1.9357 0.4166 -0.12
H -8.7017 0.8787 -0.1804 0.44
Br -5.4468 3.8667 -1.1957 -0.15
C -6.5299 5.0377 -2.3198 -0.68
C -7.9399 5.1302 -1.8046 -0.07
Br -8.9621 3.5299 -2.2262 -0.13
H -6.4700 4.6516 -3.3316 0.40
H -6.0434 6.0094 -2.2752 0.36
H -8.4685 5.9463 -2.2922 -0.13
H -7.9877 5.2597 -0.7281 0.37
Br 7.6642 -5.6534 -4.3281 -0.12
C 6.8340 -6.8062 -5.6577 -0.58
C 6.4297 -6.0267 -6.8781 -0.58
Br 4.8220 -4.9784 -6.5484 -0.14
H 5.9949 -7.2941 -5.1734 0.38
H 7.5882 -7.5486 -5.9079 0.34
H 6.1742 -6.7001 -7.6928 0.35
H 7.1959 -5.3335 -7.2080 0.38
Br 0.1917 3.4439 0.4458 0.05
C -0.1029 4.5501 -1.1266 -0.62
C -0.2498 3.7046 -2.3680 -0.52
Br 1.5098 3.0463 -2.9068 -0.15
H 0.7396 5.2317 -1.1913 0.42
H -1.0094 5.1165 -0.9212 0.35
H -0.6137 4.3030 -3.1999 0.39
H -0.9001 2.8451 -2.2359 0.24
Br -11.1235 7.4146 -3.0706 -0.13
C -10.4876 8.6728 -4.4113 -0.58
C -9.5150 8.0265 -5.3591 -0.58
Br -7.7646 7.7982 -4.5352 -0.15
H -10.0598 9.5147 -3.8775 0.37
H -11.3784 8.9974 -4.9439 0.35
H -9.3427 8.6638 -6.2232 0.35
H -9.8378 7.0460 -5.6922 0.37
```

* lowest unoccupied orbital energy: -2.01 eV
* net charge: +1
* molecular weight: 2150.15 g mol⁻¹
* max |F|: 2.03 eV/A
* E: -1316341.4432 eV

DFT (the ωB97M-V functional and the def2-TZVPD basis) results for the molecule C4H4N2O2 at a distorted geometry.

```
12
Properties=species:S:1:pos:R:3:nbo_charge:R:1
C 1.0212 0.7781 -0.8966 0.74
C 0.3074 -0.7951 0.9467 -0.07
C -1.0029 -0.9457 0.8677 0.00
C -1.2493 0.5772 -1.1014 0.47
H 2.2904 0.0397 0.4653 0.44
H 0.8858 -0.7606 2.0314 0.23
H -1.4313 -1.5582 1.8333 0.24
H -2.2071 0.9435 -1.4219 0.19
N 1.2244 -0.0813 0.1824 -0.67
N -0.1632 1.4581 -1.0310 -0.49
O 2.1050 0.9202 -1.5783 -0.58
O -1.7804 -0.5757 -0.2974 -0.50
```

* SMILES string: O=C1N=COC=CN1
* lowest unoccupied orbital energy: -1.01 eV
* energy above the lowest of the compared OMol25 structures with the same formula, charge and spin: 118.6 kcal/mol
* molecular weight: 112.09 g mol⁻¹
* max |F|: 7.45 eV/A
* E: -11283.3970 eV